No. 1
ORCA calculation (ωB97M-V with the def2-TZVPD basis set) on a molecular structure, C33H34N5O3PPtS5.

XYZ file:
```
82
Properties=species:S:1:pos:R:3:forces:R:3
Pt 0.446229 1.473383 -0.500720 0.1 0.0 0.0
N 0.882198 1.582018 1.920534 0.0 0.3 -0.1
N 2.227645 1.535793 2.262231 0.3 0.3 -0.3
C 3.186862 1.387352 1.312430 -0.3 -0.4 -0.1
N 4.442796 1.364122 1.718720 0.0 0.1 0.4
N 2.729393 1.263483 0.068470 0.5 -0.3 -0.8
N 3.645474 1.008320 -0.962158 0.7 1.2 -0.1
O 3.211800 1.140081 -2.087715 -0.2 -0.4 0.6
O 4.833730 0.802032 -0.717871 -0.8 -0.3 -0.1
H 0.490419 2.468487 2.209926 -0.1 0.1 0.1
H 0.385071 0.826908 2.374365 -0.2 -0.2 0.0
H 2.490327 1.659430 3.222396 0.1 0.1 0.2
H 4.690443 1.490562 2.686383 -0.1 0.0 0.0
H 5.148498 1.158254 1.033533 0.2 -0.1 -0.2
S 0.185992 1.455590 -3.081280 0.3 0.0 0.5
S 1.130370 2.952046 -3.887826 0.1 0.0 -0.1
S 2.210431 4.078263 -2.411229 -0.1 0.1 0.0
S 1.275002 3.928444 -0.715049 -0.1 -0.3 0.1
O 0.846267 -0.726482 0.061483 -0.3 -0.2 0.4
S -0.132062 -1.901676 0.205551 0.1 0.0 -0.4
C 0.626297 -3.250433 -0.780264 0.0 0.1 0.0
C 1.653649 -2.690222 -1.721115 -0.1 -0.2 -0.1
C 1.269900 -2.040891 -2.888509 -0.2 0.1 -0.2
C 2.223145 -1.549975 -3.769462 -0.1 0.1 0.0
C 3.572829 -1.700552 -3.485250 0.1 0.0 0.0
C 3.962691 -2.341007 -2.320148 0.0 -0.1 0.1
C 3.004241 -2.833010 -1.439199 0.2 0.1 0.1
C 0.084840 -2.602720 1.870591 0.2 0.2 0.0
C 1.515098 -2.850310 2.247092 -0.1 -0.1 0.1
C 2.351484 -1.797896 2.605404 0.0 0.0 0.0
C 3.673291 -2.034239 2.950881 0.0 0.0 0.0
C 4.178576 -3.328840 2.941433 0.0 0.0 0.0
C 3.349931 -4.385620 2.596041 0.0 0.0 0.0
C 2.024025 -4.145281 2.253847 0.0 -0.1 0.0
H -0.206174 -3.730488 -1.298802 0.0 0.0 0.0
H 1.064373 -3.952797 -0.074618 0.1 0.0 -0.1
H 0.211503 -1.938353 -3.132102 0.2 -0.1 0.0
H 1.913068 -1.055551 -4.684199 0.0 -0.1 0.1
H 4.319562 -1.325355 -4.175161 -0.1 0.0 0.1
H 5.016483 -2.470756 -2.098215 -0.1 0.0 0.0
H 3.311148 -3.330845 -0.523920 0.0 0.0 -0.1
H -0.493988 -3.530278 1.842211 -0.1 0.1 0.0
H -0.428502 -1.898753 2.531555 0.0 0.0 0.0
H 1.952579 -0.791272 2.617316 0.1 -0.1 0.0
H 4.316190 -1.213406 3.247243 0.0 0.0 0.0
H 5.208866 -3.515472 3.223011 -0.1 0.0 0.0
H 3.729428 -5.400837 2.607046 0.0 0.1 0.0
H 1.375082 -4.981990 2.010268 0.1 0.0 0.0
C -3.142150 -0.898665 3.421873 0.0 0.0 0.0
C -2.484924 0.324525 3.527991 0.0 0.0 0.0
C -2.122247 1.009994 2.377735 -0.1 -0.1 0.0
C -2.413286 0.484161 1.112393 -0.1 0.1 0.1
C -3.085507 -0.730084 1.015940 0.0 0.0 0.1
C -3.444133 -1.419773 2.171450 0.0 0.0 0.0
P -1.903855 1.420897 -0.354990 -0.1 0.1 -0.1
C -2.758140 0.678492 -1.769107 0.0 0.0 -0.1
C -2.182515 -0.389117 -2.462366 -0.2 0.1 0.1
C -2.846152 -0.975511 -3.528738 0.0 0.0 0.0
C -4.090991 -0.490437 -3.917028 0.0 0.0 0.0
C -4.663577 0.579602 -3.243282 0.0 0.0 0.0
C -4.000471 1.168063 -2.172919 0.0 -0.1 0.0
C -2.651527 3.059573 -0.179236 -0.1 0.0 0.2
C -2.204319 4.098302 -0.996499 -0.1 0.0 0.0
C -2.800693 5.349479 -0.931371 0.0 0.0 0.0
C -3.853631 5.569278 -0.049633 0.0 0.0 0.0
C -4.318732 4.535136 0.750554 -0.1 0.0 0.0
C -3.723572 3.281206 0.687399 0.1 0.1 0.0
H -3.438403 -1.432019 4.318692 0.0 0.0 -0.1
H -2.280435 0.748655 4.506286 0.0 0.0 -0.1
H -1.667486 1.994123 2.456470 -0.1 0.0 0.0
H -3.332035 -1.138853 0.043422 0.0 0.0 0.0
H -3.974530 -2.363130 2.092810 0.0 0.1 0.0
H -1.206042 -0.748265 -2.170371 0.1 -0.1 0.1
H -2.393345 -1.800701 -4.068780 0.0 0.1 0.1
H -4.610593 -0.944522 -4.753309 0.0 0.0 0.1
H -5.629917 0.962723 -3.554432 0.1 0.0 0.0
H -4.451593 2.006468 -1.654553 0.0 -0.1 -0.1
H -1.410885 3.918712 -1.710549 0.1 0.0 0.0
H -2.449225 6.152262 -1.568858 0.0 -0.1 0.0
H -4.318090 6.547363 0.005799 0.0 -0.1 0.0
H -5.155750 4.702086 1.420877 0.1 0.0 -0.1
H -4.097779 2.480698 1.311160 0.0 0.0 0.0
```
Positions in Å, forces in eV/Å.

Results
- orbital gap (spin up / spin down) (eV) = 7.26 / 5.47
- E_HOMO (spin up / spin down) (eV) = -12.78 / -13.66
- net charge = +2
- 2S+1 = 5


No. 2
ORCA calculation (ωB97M-V with the def2-TZVPD basis set) on a molecular structure, C33H34N6O5S2Zr.

XYZ file:
```
81
Properties=species:S:1:pos:R:3:forces:R:3
Zr 0.081030 0.337789 0.307122 0.6 0.8 0.5
C 1.391185 3.310729 1.021564 -0.1 0.0 0.0
N -0.034087 2.882438 1.167475 0.4 0.0 -0.2
C -0.821733 3.837743 0.348712 -0.1 -0.1 0.1
C -2.267782 3.473064 0.027780 0.1 0.0 0.0
C -2.464845 2.257824 -0.865359 0.1 0.0 0.1
N -2.136476 0.989998 -0.189508 -0.3 -0.2 -0.3
C -3.089381 0.136765 -0.147577 0.0 0.0 0.2
C -3.121735 -1.175326 0.478210 -0.1 0.2 -0.1
C -4.392269 -1.741216 0.662490 0.0 0.0 0.0
C -4.563611 -2.951006 1.295238 0.1 0.0 0.0
C -3.429888 -3.632708 1.745379 0.0 0.0 0.0
C -2.168442 -3.109931 1.553603 0.1 -0.2 0.1
C -1.985714 -1.879048 0.912455 0.2 0.0 0.0
O -0.760858 -1.428677 0.742687 -0.5 -0.3 0.0
C -0.288998 3.063445 2.622556 -0.1 -0.1 -0.1
C -1.685465 2.839777 3.189154 0.0 0.0 -0.1
C -2.284837 1.464993 2.881187 0.1 0.0 0.0
N -1.205674 0.534602 2.595729 -0.2 -0.2 -0.1
C -0.944880 -0.328953 3.496758 0.2 0.1 0.0
C 0.198707 -1.229493 3.479429 -0.3 0.0 0.0
C 0.211771 -2.344493 4.317323 -0.1 -0.1 0.1
C 1.260837 -3.241814 4.287429 0.0 0.0 0.0
C 2.323991 -3.000766 3.415236 0.0 0.0 0.0
C 2.343139 -1.881931 2.603593 0.2 0.0 0.0
C 1.280638 -0.979399 2.624511 0.1 0.3 0.1
O 1.300872 0.115517 1.863137 0.3 -0.5 0.7
H 1.507452 4.327760 1.415571 0.0 0.0 0.0
H 1.688247 3.310061 -0.020952 0.0 -0.1 0.0
H 2.036163 2.636777 1.578024 0.0 0.0 0.0
H -0.291741 3.974088 -0.593969 0.0 0.0 0.0
H -0.805690 4.810878 0.857232 0.0 0.0 0.0
H -2.679892 4.325548 -0.518582 0.0 0.0 0.0
H -2.867994 3.371111 0.928632 -0.1 0.0 0.0
H -1.849967 2.367460 -1.755354 0.0 -0.1 0.0
H -3.505483 2.228046 -1.194231 -0.1 0.0 0.0
H -4.042215 0.428155 -0.591782 -0.1 0.0 0.0
H -5.255930 -1.192883 0.300283 0.0 0.0 0.0
H -5.553189 -3.364820 1.435172 0.0 0.0 0.0
H -3.539793 -4.587239 2.246712 0.0 0.0 0.0
H -1.280320 -3.632279 1.891897 -0.1 0.0 0.0
H 0.008400 4.085546 2.880186 0.0 0.1 0.0
H 0.401847 2.392151 3.129170 0.0 0.0 0.0
H -2.371935 3.629516 2.885449 0.0 0.0 0.0
H -1.565526 2.941034 4.270008 0.0 0.0 0.0
H -2.933985 1.522417 2.016018 -0.1 0.0 -0.1
H -2.889859 1.120773 3.723873 0.0 0.0 0.1
H -1.603453 -0.405023 4.368272 0.0 0.0 0.1
H -0.629809 -2.505311 4.984228 0.0 0.0 0.0
H 1.263415 -4.109990 4.932740 0.0 0.0 0.0
H 3.154527 -3.696604 3.378768 0.0 0.0 0.0
H 3.172956 -1.673526 1.939465 0.0 0.0 0.0
O -0.642162 -0.658232 -1.841054 0.1 0.1 0.0
C 0.047559 0.231720 -2.356231 -0.3 0.1 -0.4
N 0.311007 1.374709 -1.682360 -0.4 0.3 -0.8
S 0.826621 2.535216 -2.756304 0.0 -0.3 0.0
O -0.339185 3.205439 -3.277181 0.0 0.0 0.1
O 1.878544 3.348711 -2.239127 0.0 0.0 0.0
C 1.336161 1.351216 -3.975288 0.0 0.0 0.0
C 2.124160 1.510013 -5.091472 0.0 0.1 0.0
C 2.299752 0.391515 -5.902049 0.0 0.0 0.0
C 1.689891 -0.823843 -5.603171 0.0 0.0 0.0
C 0.891136 -0.961575 -4.473035 0.0 -0.1 -0.1
C 0.731986 0.145618 -3.667856 0.0 0.2 0.1
H 2.603602 2.452904 -5.319653 0.0 0.0 0.0
H 2.928785 0.471626 -6.778938 0.0 0.0 0.0
H 1.851024 -1.674845 -6.252562 0.0 0.0 0.0
H 0.424330 -1.901696 -4.207634 0.0 0.0 0.0
C 4.286777 -3.045824 -3.290476 0.0 0.0 0.0
C 3.362475 -2.426180 -2.284083 0.0 0.2 0.0
C 2.289876 -3.147188 -1.739232 0.1 -0.1 -0.1
C 1.440127 -2.456710 -0.919766 -0.2 0.1 0.1
N 1.652052 -1.179762 -0.588578 0.1 0.0 -0.3
C 2.779463 -0.566512 -1.062357 0.1 0.0 0.0
S 3.071897 1.000732 -0.508292 -0.1 -0.1 0.0
N 3.600167 -1.164815 -1.964308 -0.1 -0.3 0.2
H 4.046289 -4.091533 -3.478339 0.0 0.0 0.0
H 5.315207 -2.966294 -2.937949 0.0 0.0 0.0
H 4.223508 -2.486308 -4.226070 0.0 0.0 0.0
H 2.112027 -4.184326 -1.987396 0.0 0.0 0.0
H 0.545201 -2.907348 -0.512383 0.0 0.0 0.0
```
Positions in Å, forces in eV/Å.

Results
- orbital gap (eV) = 7.05
- E_HOMO (eV) = -7.07


The evaluated maximum force for the records listed, in turn: 0.0269; 0.0221 Eh/bohr.